[1]
This record from OMol25 describes a structure of composition C49H39F6N8O5P2RuS2Se2 in a non-equilibrium geometry. The level of theory is ωB97M-V with the def2-TZVPD basis set.

Cartesian coordinates (Å):
1 Ru -0.04118 0.24544 0.23473
2 Se 3.19627 -6.21039 1.34184
3 P 3.93178 -4.43471 0.47387
4 C 4.69728 -4.83362 -1.13286
5 C 3.86390 -5.48942 -2.03801
6 C 4.36743 -5.93968 -3.24501
7 C 5.70151 -5.72716 -3.56594
8 C 6.53357 -5.08029 -2.66717
9 C 6.03846 -4.64540 -1.44461
10 C 5.13575 -3.64019 1.57074
11 C 6.32913 -4.29762 1.86055
12 C 7.19927 -3.76224 2.79607
13 C 6.86638 -2.59413 3.46897
14 C 5.66338 -1.95663 3.20361
15 C 4.79818 -2.47620 2.25401
16 C 2.62738 -3.22135 0.16635
17 C 2.45467 -1.93643 -0.38934
18 N 1.13264 -1.65621 -0.22125
19 N 0.53799 -2.68748 0.34696
20 N 1.40659 -3.62350 0.59168
21 P 3.36463 -0.65213 -1.26164
22 Se 2.19114 1.14388 -1.27841
23 C 3.64312 -1.21872 -2.96440
24 C 4.65556 -0.62756 -3.71836
25 C 4.83738 -1.00171 -5.03843
26 C 4.00166 -1.94941 -5.61279
27 C 2.97345 -2.51081 -4.87229
28 C 2.79443 -2.15188 -3.54534
29 C 5.03622 -0.40116 -0.60678
30 C 6.02898 -1.31587 -0.94616
31 C 7.31740 -1.14254 -0.47355
32 C 7.61478 -0.06072 0.34308
33 C 6.62966 0.85981 0.66817
34 C 5.34155 0.70059 0.18168
35 H 2.83149 -5.67826 -1.76534
36 H 3.71952 -6.46438 -3.93609
37 H 6.09382 -6.07002 -4.51506
38 H 7.57784 -4.92249 -2.90676
39 H 6.70392 -4.17818 -0.73039
40 H 6.55638 -5.23974 1.37651
41 H 8.13232 -4.26778 3.01088
42 H 7.54251 -2.18754 4.21067
43 H 5.39912 -1.05236 3.73773
44 H 3.85119 -1.99240 2.05425
45 H 5.29361 0.12410 -3.27011
46 H 5.62634 -0.54657 -5.62307
47 H 4.15524 -2.25387 -6.64021
48 H 2.31196 -3.23524 -5.32859
49 H 1.99705 -2.59226 -2.95792
50 H 5.78830 -2.14074 -1.60010
51 H 8.09075 -1.85178 -0.74088
52 H 8.62198 0.06755 0.71847
53 H 6.86038 1.70917 1.29814
54 H 4.57855 1.43743 0.39325
55 F -2.01995 -1.89267 3.90677
56 C -1.29050 -0.94394 4.48773
57 F -2.06614 -0.22200 5.28551
58 F -0.31349 -1.49617 5.18983
59 S -0.54289 0.08083 3.14168
60 O 0.42256 -0.79393 2.51906
61 O -1.62497 0.48277 2.26677
62 N 0.11153 1.25768 3.95881
63 S 1.24042 1.97548 3.11201
64 O 1.69272 3.18017 3.70793
65 O 0.91192 1.99665 1.69365
66 C 2.72970 0.81140 3.22493
67 F 2.61691 -0.06231 4.21803
68 F 3.82626 1.54313 3.44643
69 F 2.91366 0.15356 2.07911
70 C -7.49232 1.62377 -2.69648
71 C -6.82388 0.35388 -3.14832
72 C -7.50836 -0.85657 -3.16240
73 C -6.88743 -2.02736 -3.56444
74 C -5.55563 -2.01964 -3.96550
75 N -4.97971 -3.24389 -4.37456
76 C -3.67847 -3.67278 -4.44374
77 O -3.34599 -4.53899 -5.22906
78 N -2.72554 -3.08651 -3.61888
79 C -2.80735 -2.64206 -2.29497
80 C -3.83808 -2.97581 -1.41873
81 C -3.81646 -2.46138 -0.13694
82 C -2.77077 -1.64021 0.25142
83 N -1.76569 -1.35128 -0.57273
84 C -1.77951 -1.84344 -1.80368
85 C -4.87028 -0.80944 -3.98977
86 C -5.50020 0.35238 -3.57562
87 H -8.57255 1.49719 -2.64417
88 H -7.27331 2.44650 -3.37754
89 H -7.13932 1.91676 -1.70536
90 H -8.54506 -0.88934 -2.84938
91 H -7.43819 -2.96127 -3.57020
92 H -5.59596 -3.85665 -4.88392
93 H -1.79369 -3.29140 -3.94377
94 H -4.62651 -3.64739 -1.72423
95 H -4.60260 -2.69947 0.56577
96 H -2.73250 -1.21233 1.24066
97 H -0.92989 -1.58866 -2.43165
98 H -3.85329 -0.76479 -4.35398
99 H -4.94672 1.28469 -3.59733
100 C -1.44195 1.47168 -1.30009
101 C -1.05328 2.65529 -0.64073
102 C -0.01255 3.48359 -1.15568
103 C 0.32253 4.66406 -0.55013
104 C -0.35467 5.08147 0.60708
105 C -1.39190 4.29090 1.13015
106 C -1.74153 3.11679 0.52205
107 C -0.00546 6.31189 1.23151
108 N 0.26474 7.31552 1.72515
109 H -1.04986 1.27373 -2.29062
110 H -2.41403 1.05629 -1.06861
111 H 0.50890 3.17132 -2.05119
112 H 1.10746 5.28674 -0.95770
113 H -1.90604 4.62782 2.02047
114 H -2.54550 2.51511 0.92569

As for the expectation value of S²: 8.805. The calculation puts the energy at -9680.8822 a.u. Its spin multiplicity is 6. For the HOMO-LUMO gap (alpha / beta), the calculation gives 7.484 / 5.217 eV. Its charge is 0. The calculation puts the HOMO energy (alpha / beta) at -0.2748 / -0.2750 hartree.


[2]
This record from OMol25 describes a structure of composition C34H48GeN6O7SScSe4Si3 in a non-equilibrium geometry. The level of theory is ωB97M-V with the def2-TZVPD basis set.

Cartesian coordinates (Å):
1 Sc -0.01855 0.49670 -0.11748
2 O 3.28368 2.43359 3.90100
3 C 3.96382 1.42701 3.32697
4 C 5.10634 0.95412 3.97443
5 C 5.84491 -0.08034 3.42788
6 C 5.47440 -0.65332 2.21272
7 C 4.34501 -0.18164 1.56808
8 C 3.57250 0.84528 2.11103
9 C 2.33482 1.23957 1.41592
10 O 1.99453 0.63619 0.31251
11 N 1.60210 2.17304 1.95649
12 N 0.45121 2.32335 1.20665
13 C -0.09927 3.47129 1.24461
14 C -1.08286 3.88481 0.26183
15 C -1.83344 5.05012 0.47574
16 C -2.67281 5.55161 -0.49222
17 C -2.71228 4.90961 -1.73566
18 C -1.95504 3.78198 -1.98107
19 C -1.16270 3.20526 -0.97290
20 O -0.50422 2.08554 -1.21084
21 H 2.48978 2.59596 3.33515
22 H 5.38399 1.41365 4.91582
23 H 6.71436 -0.45113 3.95944
24 H 6.04806 -1.46652 1.78320
25 H 4.03186 -0.60703 0.62491
26 H 0.26159 4.20087 1.96708
27 H -1.75272 5.54738 1.43913
28 H -3.28721 6.42137 -0.29908
29 H -3.35004 5.30139 -2.51946
30 H -1.97243 3.29569 -2.94590
31 Se 0.34096 -0.73858 2.41285
32 Se -0.35321 -2.21953 3.98414
33 Se 1.52860 -4.11149 1.61309
34 Se 1.26427 -2.09874 0.72450
35 C -2.70158 0.91827 -4.06164
36 Si -0.89655 0.41941 -4.28978
37 C 0.10067 1.99814 -4.53474
38 C -0.96609 -0.41130 -5.98968
39 Ge -0.00541 -0.87600 -2.46736
40 Si 2.24595 -1.11554 -3.29377
41 C 3.17434 -2.54012 -2.50310
42 C 2.47846 -1.37194 -5.14951
43 C 3.20087 0.45217 -2.89418
44 Si -0.91637 -3.02170 -2.95264
45 C -0.32709 -4.37156 -1.79231
46 C -2.79276 -2.95490 -2.81659
47 C -0.55027 -3.75000 -4.65167
48 H -2.98606 1.63239 -4.84609
49 H -2.90332 1.38062 -3.09330
50 H -3.35314 0.03981 -4.15485
51 H -0.47928 2.74512 -5.09325
52 H 1.01849 1.79094 -5.09738
53 H 0.38311 2.43033 -3.56891
54 H -1.27618 0.32925 -6.74100
55 H -1.71071 -1.21499 -5.99189
56 H -0.01055 -0.83918 -6.30038
57 H 2.72006 -3.50426 -2.76711
58 H 3.17002 -2.47686 -1.41069
59 H 4.21862 -2.54867 -2.84040
60 H 1.95407 -2.26411 -5.51185
61 H 3.54963 -1.49095 -5.36334
62 H 2.11199 -0.51228 -5.72024
63 H 3.05435 0.73433 -1.84712
64 H 2.84864 1.28337 -3.51377
65 H 4.27761 0.32306 -3.06731
66 H -0.33249 -4.05394 -0.74906
67 H 0.71674 -4.63387 -2.00356
68 H -0.93482 -5.28046 -1.90142
69 H -3.10028 -2.59704 -1.82772
70 H -3.23692 -3.94612 -2.97731
71 H -3.20971 -2.26968 -3.56681
72 H 0.53001 -3.87510 -4.80022
73 H -0.92689 -3.13115 -5.46998
74 H -1.01903 -4.74182 -4.72414
75 C -3.46974 -1.80024 2.09406
76 C -2.57229 -2.39675 1.04313
77 N -2.71737 -3.73508 0.83660
78 O -1.75100 -1.74997 0.41374
79 H -4.39874 -2.36572 2.20434
80 H -3.69517 -0.76924 1.84757
81 H -2.92001 -1.82047 3.03975
82 H -3.23258 -4.28588 1.49738
83 H -2.03541 -4.19777 0.26016
84 O -9.77559 4.21817 2.42602
85 S -8.90616 4.82048 1.43070
86 O -7.70105 5.42306 1.95525
87 O -9.58654 5.59462 0.41132
88 C -8.32484 3.35463 0.51797
89 N -9.26482 2.66190 -0.14161
90 C -8.85616 1.55609 -0.74280
91 C -7.54459 1.11571 -0.70825
92 C -6.64664 1.91400 -0.02385
93 N -7.03432 3.03095 0.58963
94 C -5.19761 1.56405 0.07495
95 C -4.58709 0.69246 -0.81940
96 C -3.24250 0.40502 -0.67853
97 N -2.48696 0.92377 0.28906
98 C -3.07481 1.76719 1.14098
99 C -4.41073 2.11670 1.07585
100 H -9.61347 0.98847 -1.27744
101 H -7.25057 0.18901 -1.18276
102 H -5.13300 0.25483 -1.64585
103 H -2.75038 -0.27268 -1.36505
104 H -2.44566 2.16458 1.92408
105 H -4.84919 2.81250 1.78047

For the relative energy (zero: lowest compared OMol25 entry of this formula, charge and spin), the calculation gives 1.4556 eV. As for the expectation value of S²: 0.757. The calculation puts the energy at -15890.0742 a.u. Its spin multiplicity is 2. For the HOMO-LUMO gap (alpha / beta), the calculation gives 6.399 / 5.289 eV. Its charge is -2. The calculation puts the HOMO energy (alpha / beta) at -0.1060 / -0.1095 hartree.


[3]
This record from OMol25 describes the molecule C4H7NO2. The level of theory is ωB97M-V with the def2-TZVPD basis set.

Cartesian coordinates (Å):
1 O 2.08968 -0.20688 -1.12160
2 C 1.05262 -0.57084 -0.25560
3 C 0.67411 0.56554 0.71916
4 N -0.71360 0.37809 0.31022
5 C -0.40681 -0.51751 -0.79296
6 C -1.90744 0.69237 0.84656
7 O -2.97675 0.33312 0.38587
8 H 2.24263 -0.93379 -1.73754
9 H 1.26245 -1.50983 0.26900
10 H 0.87801 0.40328 1.78254
11 H 1.09230 1.52679 0.39725
12 H -0.99026 -1.44374 -0.79166
13 H -0.48221 -0.02818 -1.77144
14 H -1.81472 1.31159 1.76018

For the relative energy (zero: lowest compared OMol25 entry of this formula, charge and spin), the calculation gives 1.6593 eV. The calculation puts the energy at -361.8199 a.u. Its spin multiplicity is 1. For the HOMO-LUMO gap, the calculation gives 10.011 eV. Its charge is 0. The calculation puts the HOMO energy at -0.3453 hartree.


[4]
This record from OMol25 describes a structure of composition C18H67HfN3O21S in a non-equilibrium geometry. The level of theory is ωB97M-V with the def2-TZVPD basis set.

Cartesian coordinates (Å):
1 Hf -6.58962 7.84201 -7.68120
2 S -7.81210 8.63396 -10.44106
3 O -6.47700 8.16311 -10.01278
4 O -8.25120 8.64513 -9.02726
5 O -7.70600 9.99228 -10.93369
6 O -8.60627 7.75437 -11.25673
7 C -13.54046 9.19726 -12.83249
8 O -13.82705 8.75348 -11.54289
9 C -12.80297 8.03808 -10.87783
10 C -11.73104 8.91694 -10.24119
11 N -12.22684 9.72124 -9.12870
12 C -11.06296 10.50590 -8.58978
13 C -11.66649 11.58374 -7.64966
14 O -12.23413 12.54128 -8.55442
15 C -12.86765 13.61934 -7.87707
16 H -13.71372 8.37658 -13.52859
17 H -12.53473 9.61071 -12.90780
18 H -14.21093 10.02849 -13.05073
19 H -12.28184 7.28002 -11.46254
20 H -13.25422 7.44836 -10.07989
21 H -11.28277 9.56425 -10.99493
22 H -10.94429 8.30761 -9.79642
23 H -12.80359 10.34440 -9.67563
24 H -10.57177 11.10558 -9.35608
25 H -10.41270 9.78780 -8.09019
26 H -10.86703 11.99594 -7.03399
27 H -12.38157 11.09534 -6.98766
28 H -13.88516 13.33231 -7.61177
29 H -13.02440 14.34436 -8.67575
30 H -12.26276 13.90066 -7.01506
31 C -6.24503 7.52527 -13.57034
32 O -4.88929 7.91674 -13.71900
33 C -3.92974 6.87631 -13.68731
34 C -2.44531 7.43633 -13.83319
35 N -2.25219 8.56868 -12.90178
36 C -0.88773 9.03476 -12.84418
37 C 0.21247 7.99767 -12.42690
38 O 0.52387 7.17574 -13.51570
39 C 1.68563 6.37715 -13.28813
40 H -6.89836 8.39752 -13.55005
41 H -6.42716 6.82996 -12.75089
42 H -6.57798 7.01057 -14.47164
43 H -4.02828 6.18321 -14.52278
44 H -3.97493 6.31282 -12.75535
45 H -2.36125 7.90146 -14.81538
46 H -1.67901 6.67506 -13.68707
47 H -2.87794 9.28659 -13.23815
48 H -0.77882 9.87924 -12.16368
49 H -0.68385 9.36683 -13.86216
50 H -0.15908 7.49748 -11.53255
51 H 1.02097 8.63701 -12.07238
52 H 1.49101 5.61295 -12.53566
53 H 2.55700 6.97901 -13.03011
54 H 1.95387 5.84076 -14.19832
55 C -6.63604 13.34775 -12.07146
56 O -7.26385 14.24981 -13.07603
57 C -8.60863 14.53623 -12.85684
58 C -9.63774 13.35304 -12.81113
59 N -10.98314 13.73403 -12.52085
60 C -11.80070 12.49519 -12.51640
61 C -13.27764 12.76201 -12.14894
62 O -14.07854 12.98094 -13.28077
63 C -15.34941 13.50404 -12.93111
64 H -5.58223 13.14111 -12.25827
65 H -7.12249 12.38886 -12.25035
66 H -6.65138 13.80312 -11.08126
67 H -8.82792 15.25218 -13.64895
68 H -8.81386 15.16461 -11.99017
69 H -9.25815 12.63175 -12.08742
70 H -9.57064 12.84413 -13.77270
71 H -11.29426 14.22445 -13.34715
72 H -11.38556 11.64862 -11.96951
73 H -11.80025 12.04398 -13.50863
74 H -13.38249 13.67334 -11.56023
75 H -13.74136 11.99298 -11.53118
76 H -15.97851 12.87720 -12.29913
77 H -16.00769 13.66091 -13.78560
78 H -15.24744 14.43549 -12.37425
79 O -7.10309 10.16802 -7.09077
80 H -7.39822 10.75343 -7.78820
81 H -6.68949 10.74695 -6.45045
82 O -3.36720 7.76814 -10.59999
83 H -4.25527 8.05819 -10.80838
84 H -2.83606 8.07417 -11.33517
85 O -5.05173 10.24084 -11.31949
86 H -4.78319 10.49538 -12.20228
87 H -6.00696 10.30085 -11.33255
88 O -4.88497 9.60203 -8.57253
89 H -4.19726 10.19431 -8.26841
90 H -4.97333 9.79596 -9.50571
91 O -4.31601 7.11292 -8.13006
92 H -3.85655 7.33383 -8.94019
93 H -3.64044 6.73649 -7.56601
94 O -8.68448 10.41663 -13.34692
95 H -9.24676 9.64221 -13.32816
96 H -8.14070 10.33743 -12.56317
97 O -8.52258 6.43131 -7.51000
98 H -9.25525 6.36727 -6.89737
99 H -8.80564 5.93153 -8.27572
100 O -10.33929 7.98683 -13.20061
101 H -9.87175 7.69700 -12.41725
102 H -10.82826 7.21553 -13.48739
103 O -6.50626 5.65884 -8.99824
104 H -5.87511 5.00728 -9.30380
105 H -7.29889 5.48104 -9.50455
106 O -7.85018 11.90585 -9.21316
107 H -8.53615 12.54902 -9.39210
108 H -7.93133 11.26550 -9.91997
109 O -8.96287 5.41257 -9.89981
110 H -8.88564 6.04935 -10.61029
111 H -9.77235 4.93827 -10.08959

As for the expectation value of S²: 0.755. The calculation puts the energy at -2915.4008 a.u. Its spin multiplicity is 2. For the HOMO-LUMO gap, the calculation gives 3.162 eV. Its charge is +3. The calculation puts the HOMO energy at -0.5429 hartree.


Which value of charge does entry 4 give?
+3